Entry 1:
Molecular formula: C5H8O
Method: DFT, ωB97M-V/def2-TZVPD

The geometry in XYZ format:
```
14
Properties=species:S:1:pos:R:3:forces:R:3
C -0.7287 1.0276 -0.2033 1.20 -1.77 0.31
C -1.0621 -0.2856 0.6050 0.22 1.61 2.33
C 0.2456 -1.0253 0.8327 -1.20 1.20 -0.99
O 1.3141 -0.1573 1.1443 0.70 -0.70 0.71
C 1.2004 -0.6171 -0.2123 -0.95 1.64 0.20
C 0.5625 0.6055 -0.9989 0.50 -1.55 -0.30
H -0.4394 1.7864 0.4978 -0.02 0.52 0.21
H -1.5150 1.3888 -0.8638 -0.06 -0.15 0.17
H -1.6855 -0.8843 0.0530 -1.44 -1.69 -1.71
H -1.6491 -0.2293 1.5973 1.00 0.72 -1.32
H 0.1097 -1.9728 1.3315 0.75 -0.31 0.01
H 1.9669 -1.3094 -0.5685 -0.09 0.54 -0.09
H 1.2644 1.4131 -1.1969 0.22 0.15 0.73
H 0.4162 0.2598 -2.0178 -0.84 -0.22 -0.25
```
Forces are in eV/Å.

The largest force on an atom comes out at 2.8 eV/A. Its HOMO-LUMO gap is 11.09 eV. As for the SMILES: C1C[C@@H]2O[C@@H]2C1. Its charge is 0. As for the HOMO energy: -9.93 eV. The spin multiplicity is 1.

---

Entry 2:
Molecular formula: C47H54F9GePPbSbSi3Te
Method: DFT, ωB97M-V/def2-TZVPD

The geometry in XYZ format:
```
118
Properties=species:S:1:pos:R:3:forces:R:3
Pb 0.6898 1.0444 0.1931 0.66 0.42 0.32
Te -1.0453 -1.1840 0.1489 -0.46 -0.25 -0.13
C -1.5491 -2.4934 3.4909 -0.27 0.12 -0.09
Ge -0.1195 -2.5892 2.1778 0.44 -0.17 0.43
C 1.4439 -1.6267 2.8511 -0.09 0.24 -0.05
C 2.4666 -1.1477 2.0243 0.16 -0.14 0.12
C 3.5009 -0.3766 2.5519 -0.14 -0.05 -0.09
C 3.5329 -0.0824 3.9106 0.01 -0.01 -0.02
C 2.5413 -0.5781 4.7447 -0.02 -0.05 0.06
C 1.5021 -1.3396 4.2171 -0.13 0.02 -0.07
C 0.0497 -4.3932 1.4853 -0.08 0.01 -0.19
C -0.9963 -4.8209 0.6987 0.16 -0.18 0.06
C -1.0540 -6.1475 0.2140 -0.13 0.16 0.00
C -0.0451 -7.0160 0.5056 0.11 -0.07 0.01
C 1.0641 -6.6126 1.2936 -0.03 0.11 0.02
C 2.1236 -7.5097 1.5802 -0.06 -0.13 -0.07
C 3.1846 -7.1218 2.3419 0.13 0.07 0.08
C 3.2347 -5.8119 2.8736 0.05 -0.10 -0.04
C 2.2291 -4.9251 2.6197 -0.21 0.01 -0.06
C 1.1150 -5.2898 1.8126 0.07 -0.02 -0.05
H -1.3206 -3.1858 4.3066 0.00 0.06 -0.09
H -2.4898 -2.8070 3.0288 0.11 0.01 0.12
H -1.6690 -1.4845 3.8939 0.02 -0.11 -0.02
H 2.5219 -1.4732 0.9850 -0.11 0.18 -0.03
H 4.2905 -0.0149 1.9049 0.04 -0.04 0.00
H 4.3443 0.5091 4.3205 -0.09 -0.04 -0.04
H 2.5768 -0.3787 5.8111 -0.02 0.00 -0.12
H 0.7350 -1.7250 4.8854 0.09 0.10 -0.05
H -1.8050 -4.1412 0.4420 -0.02 -0.07 0.03
H -1.9064 -6.4675 -0.3735 0.07 0.02 0.01
H -0.0808 -8.0375 0.1388 0.03 0.09 0.04
H 2.0722 -8.5198 1.1832 0.00 0.12 0.03
H 3.9915 -7.8160 2.5475 -0.08 0.06 0.00
H 4.0777 -5.5153 3.4883 -0.08 -0.03 -0.04
H 2.2701 -3.9315 3.0475 0.06 -0.06 -0.02
F -3.3958 9.1808 -0.0261 0.05 -0.03 -0.27
C -3.0653 8.4572 -1.1076 -0.03 0.00 -0.01
F -4.1192 8.4550 -1.9442 0.18 0.11 0.14
F -2.0427 9.0659 -1.7295 -0.25 0.00 0.11
C -2.7036 7.0450 -0.7188 -0.02 -0.04 0.02
C -3.4093 6.4203 0.3039 -0.04 -0.06 0.07
C -3.1000 5.1180 0.6564 -0.09 0.06 0.02
C -2.0808 4.4418 -0.0134 0.29 -0.08 -0.21
C -1.3884 5.0712 -1.0418 0.06 0.07 -0.03
C -1.7037 6.3779 -1.4010 0.13 -0.10 -0.05
P -1.6531 2.7335 0.4455 -0.66 0.21 0.23
C -3.2642 1.8754 0.4056 0.14 -0.14 -0.05
C -3.6399 1.3252 -0.8191 0.09 -0.03 -0.10
C -4.8491 0.6575 -0.9560 0.13 0.06 -0.12
C -5.6793 0.5329 0.1429 -0.03 0.01 0.10
C -5.3260 1.0832 1.3681 0.10 0.09 0.01
C -4.1212 1.7607 1.5008 -0.12 -0.03 -0.05
C -6.9748 -0.2330 0.0448 0.01 -0.01 0.02
F -6.8629 -1.4115 0.6918 -0.10 0.13 -0.12
F -7.3013 -0.4909 -1.2290 -0.04 -0.02 0.20
F -7.9803 0.4480 0.6117 0.08 -0.16 -0.10
C -1.1873 2.8461 2.2057 0.09 -0.10 -0.01
C -0.5383 3.9862 2.6845 0.00 0.06 0.01
C 0.0022 3.9978 3.9623 -0.02 0.06 -0.09
C -0.1011 2.8705 4.7653 0.05 -0.01 -0.02
C -0.7619 1.7425 4.3149 -0.04 -0.19 -0.05
C -1.2879 1.7224 3.0311 -0.05 -0.02 -0.03
C 0.5455 2.8796 6.1262 0.08 -0.07 0.02
F 0.5583 1.6453 6.6705 0.05 0.30 -0.03
F 1.8228 3.2991 6.0305 -0.20 -0.10 0.12
F -0.0926 3.6983 6.9680 0.09 -0.08 -0.01
H -4.1955 6.9567 0.8231 0.07 -0.05 -0.03
H -3.6540 4.6325 1.4519 0.02 0.04 -0.03
H -0.5942 4.5495 -1.5658 -0.06 0.08 0.06
H -1.1681 6.8757 -2.2016 -0.03 -0.06 0.10
H -2.9785 1.4270 -1.6798 -0.13 -0.02 0.13
H -5.1465 0.2365 -1.9081 0.04 0.03 0.04
H -5.9998 0.9904 2.2117 0.05 0.03 -0.02
H -3.8662 2.2029 2.4547 0.03 -0.02 0.01
H -0.4560 4.8694 2.0594 0.00 -0.06 0.06
H 0.5071 4.8823 4.3334 -0.01 -0.05 -0.04
H -0.8562 0.8790 4.9638 0.02 0.07 -0.10
H -1.8025 0.8323 2.6801 0.04 0.04 0.03
C 4.9681 -0.6566 -1.7816 0.19 -0.18 0.10
Si 3.9488 0.4953 -2.8097 -0.53 0.07 0.04
C 3.9403 2.2573 -2.2288 0.14 0.23 0.12
C 4.2817 0.3457 -4.6228 0.09 -0.01 -0.27
Sb 1.4351 -0.2258 -2.4673 0.05 -0.35 -0.20
Si -0.0874 0.8934 -4.2784 0.32 -0.17 0.23
C 0.7375 0.6799 -5.9221 0.03 -0.07 -0.26
C -0.1346 2.6708 -3.7509 -0.10 0.26 0.02
C -1.7194 0.0247 -4.1614 -0.26 -0.09 -0.03
Si 1.5250 -2.8545 -2.7419 -0.04 0.42 0.01
C -0.2106 -3.4860 -2.8592 -0.26 -0.12 -0.07
C 2.4352 -3.4950 -1.2674 0.20 -0.17 0.20
C 2.4946 -3.0725 -4.3056 0.09 -0.07 -0.26
H 5.9885 -0.2651 -1.6796 -0.13 -0.07 -0.03
H 5.0344 -1.6417 -2.2567 0.03 0.12 0.08
H 4.5574 -0.7917 -0.7782 0.05 0.03 -0.01
H 4.9416 2.7006 -2.3088 -0.16 -0.05 0.02
H 3.6211 2.3390 -1.1830 0.07 0.02 -0.13
H 3.2609 2.8556 -2.8452 0.08 -0.03 0.08
H 5.3456 0.5433 -4.8130 -0.16 -0.03 0.01
H 3.6987 1.0745 -5.1946 0.11 -0.10 0.06
H 4.0526 -0.6542 -5.0047 0.06 0.15 0.02
H 1.5909 1.3557 -6.0307 -0.10 -0.10 -0.01
H 0.0176 0.9199 -6.7176 0.14 -0.04 0.11
H 1.0821 -0.3473 -6.0838 -0.06 0.16 -0.02
H 0.8610 3.1223 -3.8270 -0.13 -0.03 0.03
H -0.4835 2.7666 -2.7166 0.01 -0.01 -0.15
H -0.8139 3.2464 -4.3943 0.10 -0.07 0.12
H -1.6465 -0.9824 -4.5863 -0.05 0.13 0.06
H -2.4781 0.5739 -4.7363 0.11 -0.11 0.10
H -2.0696 -0.0661 -3.1272 0.03 -0.01 -0.13
H -0.7089 -3.4539 -1.8842 0.05 -0.04 -0.15
H -0.1983 -4.5326 -3.1940 -0.01 0.16 0.06
H -0.8079 -2.9096 -3.5735 0.06 -0.12 0.09
H 1.8715 -3.3373 -0.3449 0.02 -0.03 0.00
H 3.4230 -3.0331 -1.1635 -0.13 -0.09 0.01
H 2.5823 -4.5804 -1.3696 -0.03 0.18 0.02
H 2.0484 -2.5286 -5.1458 0.09 -0.10 0.09
H 2.5182 -4.1381 -4.5738 0.01 0.18 0.04
H 3.5305 -2.7379 -4.1826 -0.14 -0.07 -0.04
```
Forces are in eV/Å.

The largest force on an atom comes out at 0.8 eV/A. Its HOMO-LUMO gap (spin up / spin down) is 6.67 / 4.49 eV. Its charge is +2. As for the HOMO energy (spin up / spin down): -12.51 / -12.49 eV. The spin multiplicity is 2.